[1]
Computed, not measured: a gas-phase ion, C7H16N3 (charge +1), with ωB97M-V/def2-TZVPD.

Output
E: -11978.7463 eV
Orbital gap: 9.4 eV
Highest occupied orbital energy: -13.87 eV
Total charge: +1
Structure (SMILES): CC(C)=N/C(C)=[N+](/C)CN
Multiplicity: 1
Relative energy (zero: lowest compared OMol25 entry of this formula, charge and spin): 4.6517 eV

Positions of all 26 atoms, in Å:
C: -0.496 -3.407 -0.197
C: 0.191 -2.064 -0.230
C: 1.649 -1.969 -0.064
N: -0.605 -1.110 -0.452
C: -0.326 0.443 -0.573
C: -1.285 0.667 -1.784
N: 0.151 1.683 0.042
C: -0.349 2.953 -0.399
C: 0.753 1.498 1.364
N: -0.288 1.239 2.333
H: 0.177 -4.216 -0.260
H: -0.927 -3.500 -1.251
H: -1.157 -3.529 0.664
H: 2.074 -2.932 -0.235
H: 1.921 -1.769 0.989
H: 2.219 -1.276 -0.651
H: -2.215 1.256 -1.549
H: -1.634 -0.220 -2.191
H: -0.938 1.184 -2.771
H: -0.157 3.642 0.546
H: 0.267 3.276 -1.301
H: -1.358 2.874 -0.754
H: 1.538 0.770 1.232
H: 1.329 2.441 1.548
H: -0.393 0.238 2.771
H: -0.142 1.829 3.170

Atomic forces in eV per Å
C -0.4 0.5 -2.0
C 0.3 0.0 0.2
C 0.9 -0.4 1.2
N 0.6 4.6 1.7
C -1.7 1.9 -1.9
C 0.7 3.1 -1.1
N -1.7 -7.7 -1.6
C 1.9 1.8 0.5
C 0.7 1.0 0.2
N 0.2 -1.3 2.5
H 1.2 -0.8 0.6
H -0.5 0.2 1.7
H -0.3 0.1 -0.6
H 0.4 -0.8 -0.3
H -0.4 0.0 -0.2
H -0.3 0.7 -0.6
H 0.9 -0.5 0.4
H -0.5 -1.9 -0.1
H 0.3 -0.3 2.1
H -0.8 -1.0 -2.4
H -0.6 0.0 1.3
H -0.6 0.3 0.4
H 0.0 -0.7 0.2
H -0.8 -0.7 0.3
H 0.6 2.4 -1.7
H -0.3 -0.3 -0.8

Atomic partial charges in e from the natural (NBO) method, atoms 1 to 5:
1 C -0.669
2 C 0.391
3 C -0.709
4 N -0.423
5 C 0.590

---

[2]
Computed, not measured: a molecular structure, C7H16N3O3Rh, with ωB97M-V/def2-TZVPD.

Output
E: -21121.0864 eV
Orbital gap (spin up / spin down): 9.9 / 7.1 eV
Highest occupied orbital energy (spin up / spin down): -16.52 / -17.72 eV
Total charge: +2
Multiplicity: 5

Positions of all 30 atoms, in Å:
Rh: 0.110 -0.607 -0.592
N: 2.626 -0.365 -1.000
C: 3.170 0.959 -1.327
C: 2.553 2.099 -0.556
C: 1.064 2.409 -1.207
O: 1.032 3.524 -1.665
O: 0.267 1.449 -1.142
H: 3.066 -0.735 -0.165
H: 2.831 -1.011 -1.752
H: 3.089 1.135 -2.400
H: 4.244 1.009 -1.104
H: 3.123 3.019 -0.643
H: 2.326 1.875 0.486
N: -2.166 -0.304 -0.820
C: -3.009 -0.938 0.214
C: -2.682 -0.435 1.618
C: -1.384 -0.981 2.205
N: -0.173 -0.340 1.629
H: -2.295 0.704 -0.823
H: -2.422 -0.638 -1.744
H: -2.869 -2.019 0.162
H: -4.064 -0.740 0.010
H: -3.495 -0.742 2.276
H: -2.671 0.661 1.631
H: -1.318 -2.059 2.044
H: -1.390 -0.821 3.285
H: 0.652 -0.680 2.112
H: -0.230 0.664 1.780
O: -0.198 -3.565 -1.280
C: 0.214 -2.526 -1.232

Atomic forces in eV per Å
Rh -0.4 1.0 0.3
N -0.6 0.1 0.2
C 0.3 0.0 -0.1
C -0.3 0.6 -0.3
C 0.2 -1.5 0.5
O 0.1 0.4 -0.1
O -0.1 0.9 -0.2
H 0.1 0.0 0.0
H 0.1 -0.1 0.0
H 0.0 0.0 0.0
H 0.0 0.0 0.0
H 0.2 -0.1 0.1
H -0.1 0.1 0.0
N 0.8 -0.1 -0.1
C -0.3 0.0 0.3
C 0.3 -0.2 -0.3
C -0.4 0.0 0.2
N 0.3 -0.2 -0.6
H -0.1 0.1 0.0
H -0.2 0.1 0.0
H 0.0 0.0 0.0
H 0.1 0.0 -0.1
H 0.0 0.0 0.0
H -0.1 0.0 0.1
H 0.1 0.0 0.0
H 0.1 0.0 0.0
H 0.0 0.1 0.2
H 0.1 0.0 0.1
O 0.2 -0.2 -0.3
C -0.3 -1.0 0.3

Atomic partial charges in e from the natural (NBO) method, atoms 1 to 5:
1 Rh 1.182
2 N -0.851
3 C -0.264
4 C -0.372
5 C 0.798

---

[3]
Computed, not measured: a single C7H16N3OP molecule, with ωB97M-V/def2-TZVPD.

Output
E: -23328.1734 eV
Orbital gap: 10.5 eV
Highest occupied orbital energy: -9.61 eV
Structure (SMILES): NP(N)(=O)N[C@]12CC[C@H](CC1)C2
Multiplicity: 1
Relative energy (zero: lowest compared OMol25 entry of this formula, charge and spin): 0.0000 eV

Positions of all 28 atoms, in Å:
N: 0.033 3.282 -0.648
P: -0.922 1.945 -1.036
N: -2.507 2.574 -0.997
O: -0.500 1.313 -2.291
N: -1.012 0.966 0.300
C: -0.081 -0.318 0.390
C: -0.381 -1.149 1.631
C: 0.298 -2.489 1.280
C: 0.859 -2.243 -0.130
C: 2.059 -1.294 -0.011
C: 1.399 0.047 0.356
C: -0.207 -1.327 -0.735
H: -0.436 3.943 -0.046
H: 0.396 3.726 -1.479
H: -2.657 3.209 -1.776
H: -3.179 1.818 -1.054
H: -1.005 1.464 1.176
H: -1.457 -1.265 1.760
H: 0.026 -0.697 2.536
H: 1.087 -2.747 1.986
H: -0.424 -3.305 1.270
H: 1.080 -3.157 -0.678
H: 2.590 -1.220 -0.961
H: 2.768 -1.630 0.747
H: 1.742 0.446 1.311
H: 1.563 0.804 -0.411
H: 0.062 -0.914 -1.701
H: -1.194 -1.781 -0.788

Atomic forces in eV per Å
N -0.3 -0.4 -0.2
P -0.9 0.6 0.6
N 0.6 -0.1 -0.2
O 0.3 -0.2 -0.1
N 1.3 -2.4 -0.3
C -1.5 2.7 0.0
C -0.1 0.1 0.1
C 0.1 -0.2 0.0
C 0.1 -0.3 0.0
C 0.2 -0.1 -0.1
C 0.1 0.1 0.0
C 0.0 -0.1 -0.1
H 0.1 0.1 0.0
H 0.1 0.1 0.0
H -0.1 0.0 0.1
H -0.1 0.0 0.1
H -0.1 0.1 0.2
H 0.0 0.0 0.0
H 0.0 0.1 0.0
H 0.0 -0.1 0.0
H 0.0 0.0 0.0
H 0.0 0.0 0.0
H 0.0 0.0 0.0
H 0.0 -0.1 0.0
H 0.0 0.1 0.0
H 0.1 0.0 0.0
H 0.0 0.0 -0.1
H -0.1 0.0 0.0

Atomic partial charges in e from the natural (NBO) method, atoms 1 to 5:
1 N -1.202
2 P 2.325
3 N -1.185
4 O -1.109
5 N -1.018

---

[4]
Computed, not measured: a single C7H16N3OP molecule, with ωB97M-V/def2-TZVPD.

Output
E: -23324.8104 eV
Orbital gap: 8.2 eV
Highest occupied orbital energy: -7.95 eV
Multiplicity: 1
Relative energy (zero: lowest compared OMol25 entry of this formula, charge and spin): 3.3630 eV

Positions of all 28 atoms, in Å:
C: 0.520 -0.180 0.968
C: -0.166 0.149 -1.470
C: -0.499 0.528 0.003
C: -0.360 2.037 0.209
C: 0.078 -2.466 1.375
C: 2.266 0.465 -1.912
C: -2.532 0.531 1.453
N: 0.634 -1.565 0.692
N: 1.148 -0.391 -1.636
N: -1.862 0.107 0.241
O: 2.676 -2.380 -1.110
P: 1.261 -2.037 -1.254
H: 1.505 0.261 0.802
H: 0.207 0.000 2.004
H: -0.871 -0.628 -1.777
H: -0.313 1.019 -2.115
H: 0.594 2.379 -0.184
H: -0.412 2.304 1.262
H: -1.159 2.546 -0.325
H: 0.197 -3.488 1.050
H: -0.495 -2.261 2.278
H: -1.930 -0.900 0.132
H: 3.140 -0.182 -2.011
H: 2.112 1.015 -2.848
H: 2.459 1.192 -1.112
H: -3.534 0.106 1.448
H: -2.034 0.225 2.385
H: -2.628 1.615 1.453

Atomic forces in eV per Å
C -0.2 1.1 0.2
C -0.1 0.0 0.3
C 0.3 0.0 0.0
C 0.0 -0.3 0.0
C 0.1 0.2 0.2
C 0.3 0.1 0.1
C 0.1 0.0 0.1
N -0.4 -0.6 0.2
N -0.1 -0.2 -0.3
N -0.2 -0.2 -0.1
O 1.6 -0.3 0.2
P -1.1 -0.1 -0.9
H 0.0 0.0 0.1
H 0.1 0.0 -0.1
H -0.2 0.1 0.0
H -0.1 0.0 0.0
H 0.1 0.0 0.0
H 0.0 0.1 0.1
H -0.1 0.1 0.0
H -0.1 -0.3 -0.1
H 0.1 0.1 0.1
H -0.1 0.1 -0.1
H 0.1 0.2 0.0
H 0.0 0.0 0.1
H 0.1 0.0 -0.1
H 0.0 0.0 0.1
H 0.0 0.1 0.0
H -0.1 0.0 0.1

Atomic partial charges in e from the natural (NBO) method, atoms 1 to 5:
1 C -0.279
2 C -0.225
3 C 0.119
4 C -0.624
5 C 0.014

---

[5]
Computed, not measured: a gas-phase ion, C7H16N4 (charge +2), with ωB97M-V/def2-TZVPD.

Output
E: -13456.4372 eV
Orbital gap: 8.7 eV
Highest occupied orbital energy: -17.51 eV
Total charge: +2
Structure (SMILES): CC(C)=[NH+]N(C)/C=N\[NH+]1CC1
Multiplicity: 1
Relative energy (zero: lowest compared OMol25 entry of this formula, charge and spin): 6.3002 eV

Positions of all 27 atoms, in Å:
C: 1.321 -1.052 -2.085
C: 0.125 -0.708 -1.298
C: -1.009 -1.706 -1.431
N: -0.111 0.529 -0.990
N: -1.196 1.096 -0.311
C: -2.026 2.241 -0.837
C: -1.286 0.812 1.006
N: -0.620 0.316 1.903
N: 0.579 -0.381 1.724
C: 1.878 0.560 2.316
C: 1.350 -0.754 2.884
H: 1.156 -0.852 -3.148
H: 2.265 -0.552 -1.929
H: 1.620 -2.123 -2.340
H: -1.260 -1.905 -2.493
H: -1.970 -1.430 -1.015
H: -0.784 -2.684 -1.102
H: 0.581 1.266 -1.375
H: -2.040 2.176 -1.947
H: -3.059 2.095 -0.349
H: -1.396 3.124 -0.667
H: -2.150 1.133 1.473
H: 0.835 -0.748 0.801
H: 1.356 1.343 2.771
H: 2.877 0.650 2.008
H: 2.086 -1.576 2.600
H: 0.876 -0.870 3.831

Atomic forces in eV per Å
C 1.8 -1.4 -1.5
C -2.2 -1.3 -2.9
C -0.7 0.6 0.2
N 1.9 2.8 -0.9
N 0.0 -1.6 -0.2
C 0.5 -0.9 -0.8
C -1.2 1.5 -2.3
N 2.7 -3.2 3.4
N 2.2 2.4 -1.5
C -3.2 -3.0 2.1
C 3.1 -0.7 -1.2
H -0.8 0.8 -0.1
H 0.1 0.5 0.7
H -0.9 0.8 1.6
H 0.7 0.6 0.1
H 0.1 0.4 0.4
H 0.6 -1.0 0.7
H -1.0 -1.4 1.0
H -0.6 -0.3 0.7
H 1.8 0.9 -0.9
H -1.0 0.3 0.6
H -2.2 1.3 0.2
H -0.2 -0.3 0.8
H -0.4 1.5 0.2
H 0.9 -0.2 -1.4
H -1.3 0.8 0.7
H -0.6 0.2 0.4

Atomic partial charges in e from the natural (NBO) method, atoms 1 to 5:
1 C -0.781
2 C 0.452
3 C -0.722
4 N -0.303
5 N -0.262